Here is a structure of composition C20H32Cl2N3O3Ti from the Open Molecules 2025 dataset. Energies are from ωB97M-V/def2-TZVPD.

Calculated values
gap between HOMO and LUMO (spin up / spin down): 5.84 / 7.14 eV
total charge: 0
2S+1: 2
HOMO energy (spin up / spin down): -5.873 / -7.176 eV
relative energy (zero: lowest compared OMol25 entry of this formula, charge and spin): 0.0 kJ/mol
F_max: 4.72 eV Å⁻¹
expectation value of S²: 0.753

Positions of all 61 atoms, in Å:
O1 0.546 0.288 -2.199
C1 0.583 1.247 -3.161
C2 1.223 0.612 -4.456
C3 1.978 -0.574 -4.460
H1 2.271 -1.024 -3.498
C4 2.421 -1.201 -5.641
H2 3.088 -2.096 -5.606
C5 2.052 -0.692 -6.896
H3 2.426 -1.127 -7.815
C6 1.065 0.309 -6.933
H4 0.665 0.651 -7.900
C7 0.648 0.896 -5.733
H5 -0.100 1.657 -5.779
H6 -0.325 1.883 -3.581
C8 2.205 2.740 -2.056
C9 0.745 2.560 -2.383
H7 2.234 3.546 -1.339
H8 2.830 3.039 -2.950
H9 2.682 1.860 -1.583
C10 -0.348 3.041 -1.697
C11 -0.363 3.884 -0.479
H10 -1.337 2.676 -1.988
H11 -0.005 4.929 -0.523
H12 0.088 3.529 0.457
H13 -1.420 3.919 -0.170
Ti1 0.237 -1.157 -1.092
Cl1 2.423 -1.868 -0.810
Cl2 -0.657 -2.498 -2.746
C12 1.350 0.166 1.348
O2 0.400 -0.158 0.557
N1 1.128 0.442 2.605
C13 -0.187 0.207 3.208
C14 2.228 0.811 3.486
H14 2.349 0.192 0.883
H15 -0.942 0.129 2.430
H16 -0.399 1.032 3.891
H17 -0.154 -0.697 3.830
H18 3.097 1.128 2.907
H19 2.486 -0.031 4.144
H20 1.876 1.592 4.171
H21 -4.035 0.741 1.683
H22 -5.536 -1.087 0.790
C15 -3.614 0.942 0.688
C16 -5.221 -0.740 -0.214
N2 -3.853 -0.219 -0.189
H23 -2.527 1.096 0.737
C17 -2.912 -0.800 -0.946
O3 -1.708 -0.433 -0.836
H24 -5.307 -1.598 -0.889
H25 -3.189 -1.593 -1.657
H26 -4.087 1.827 0.244
H27 -5.938 0.036 -0.508
C18 -0.327 -4.828 3.012
C19 -0.556 -5.031 1.511
C20 -0.483 -3.841 0.731
N3 -0.287 -2.819 0.193
H28 0.696 -4.478 3.205
H29 -0.432 -5.797 3.495
H30 -1.054 -4.114 3.430
H31 0.202 -5.693 1.092
H32 -1.539 -5.466 1.339

=====

Here is a cluster of 6 separate species, C20H32Cl4O8 in total from the Open Molecules 2025 dataset. Energies are from ωB97M-V/def2-TZVPD.

Calculated values
gap between HOMO and LUMO: 9.86 eV
total charge: 0
HOMO energy: -9.799 eV
relative energy (zero: lowest compared OMol25 entry of this formula, charge and spin): 0.0 kJ/mol
F_max: 1.16 eV Å⁻¹
SMILES: O=C1CCCO1.O=C1CCCO1.O=C1CCCO1.O=C1CCCO1.ClCCCl.ClCCCl

Positions of all 64 atoms, in Å:
O1 -27.100 -19.423 -6.079
C1 -27.070 -20.154 -7.022
C2 -28.258 -20.612 -7.845
C3 -27.683 -21.719 -8.733
C4 -26.172 -21.563 -8.608
O2 -25.919 -20.558 -7.608
H1 -29.034 -20.961 -7.168
H2 -28.628 -19.743 -8.386
H3 -28.006 -22.676 -8.316
H4 -28.056 -21.733 -9.755
H5 -25.647 -22.471 -8.312
H6 -25.699 -21.283 -9.554
O3 -27.591 -24.825 -7.231
C5 -26.515 -25.314 -7.404
C6 -26.176 -26.733 -7.772
C7 -24.718 -26.876 -7.325
C8 -24.207 -25.429 -7.318
O4 -25.379 -24.601 -7.175
H7 -26.829 -27.417 -7.237
H8 -26.319 -26.906 -8.839
H9 -24.679 -27.270 -6.307
H10 -24.112 -27.544 -7.931
H11 -23.551 -25.205 -6.482
H12 -23.713 -25.192 -8.262
O5 -26.492 -15.683 -5.515
C9 -25.622 -16.332 -5.021
C10 -24.469 -17.050 -5.702
C11 -23.844 -17.866 -4.583
C12 -24.283 -17.099 -3.333
O6 -25.514 -16.465 -3.671
H13 -24.907 -17.681 -6.477
H14 -23.814 -16.348 -6.215
H15 -24.270 -18.867 -4.583
H16 -22.756 -17.915 -4.561
H17 -24.392 -17.769 -2.482
H18 -23.590 -16.299 -3.060
O7 -19.770 -23.818 0.032
C13 -20.860 -24.112 -0.351
C14 -21.343 -24.193 -1.788
C15 -22.819 -24.581 -1.675
C16 -23.012 -24.905 -0.179
O8 -21.871 -24.398 0.505
H19 -21.146 -23.248 -2.283
H20 -20.781 -24.984 -2.286
H21 -23.466 -23.737 -1.922
H22 -23.110 -25.402 -2.323
H23 -23.901 -24.419 0.215
H24 -23.100 -25.977 0.004
Cl1 -25.544 -21.640 -3.121
C17 -25.210 -22.822 -4.407
C18 -24.053 -22.317 -5.258
Cl2 -22.537 -22.225 -4.325
H25 -26.085 -22.958 -5.035
H26 -24.888 -23.754 -3.949
H27 -24.260 -21.320 -5.644
H28 -23.877 -22.955 -6.118
Cl3 -26.139 -25.488 -1.940
C19 -27.127 -24.421 -0.895
C20 -27.118 -24.869 0.540
Cl4 -28.038 -26.392 0.759
H29 -28.140 -24.434 -1.287
H30 -26.710 -23.421 -0.994
H31 -27.665 -24.142 1.137
H32 -26.113 -25.024 0.916

=====

Here is a structure of composition C20H32F12O17S4V from the Open Molecules 2025 dataset. Energies are from ωB97M-V/def2-TZVPD.

Calculated values
gap between HOMO and LUMO (spin up / spin down): 3.80 / 6.80 eV
total charge: -3
2S+1: 3
HOMO energy (spin up / spin down): 2.277 / -0.723 eV
F_max: 5.79 eV Å⁻¹
expectation value of S²: 2.016

Positions of all 86 atoms, in Å:
O1 -0.510 0.092 0.553
V1 0.555 0.665 -0.516
C1 -0.752 -2.642 -3.819
F1 -2.053 -2.444 -4.122
F2 -0.718 -3.327 -2.625
F3 -0.119 -3.335 -4.759
S1 0.186 -0.940 -3.530
O2 -0.351 -0.049 -4.572
O3 -0.209 -0.467 -2.199
O4 1.615 -1.229 -3.694
C2 4.572 1.613 -2.790
F4 5.032 1.656 -1.545
F5 5.333 2.422 -3.615
F6 4.637 0.377 -3.238
S2 2.712 2.232 -2.814
O5 1.918 1.436 -1.874
O6 2.654 3.628 -2.353
O7 2.129 2.149 -4.184
C3 -2.057 4.438 -1.658
F7 -2.505 4.270 -0.436
F8 -2.911 5.085 -2.433
F9 -0.873 5.100 -1.556
S3 -1.647 2.715 -2.460
O8 -0.995 2.923 -3.770
O9 -0.761 2.110 -1.463
O10 -2.943 2.058 -2.635
C4 4.515 0.889 2.091
F10 5.251 0.446 3.113
F11 4.491 2.253 2.080
F12 5.120 0.465 0.979
S4 2.678 0.271 2.293
O11 2.741 -1.171 2.435
O12 2.144 0.939 3.465
O13 1.957 0.641 1.069
C5 -1.097 -1.499 4.715
C6 -1.949 -2.659 4.489
C7 -2.248 -2.639 2.984
O14 -1.274 -1.835 2.387
C8 -0.338 -1.372 3.375
H1 -0.348 -1.648 5.492
H2 -1.612 -0.560 4.919
H3 -2.898 -2.670 5.025
H4 -1.452 -3.593 4.754
H5 -3.180 -2.074 2.969
H6 -2.295 -3.666 2.623
H7 -0.011 -0.336 3.287
H8 0.545 -2.011 3.352
C9 2.709 -3.232 -1.338
C10 1.610 -3.869 -0.620
C11 0.835 -2.650 0.039
O15 1.556 -1.515 -0.454
C12 2.899 -1.828 -0.727
H9 2.474 -3.185 -2.401
H10 3.568 -3.893 -1.227
H11 2.035 -4.524 0.140
H12 0.940 -4.432 -1.270
H13 0.909 -2.649 1.127
H14 -0.232 -2.592 -0.175
H15 3.520 -1.721 0.162
H16 3.301 -1.149 -1.480
C13 -3.618 -1.458 -1.392
C14 -5.131 -1.336 -1.351
C15 -5.491 -2.616 -0.663
O16 -4.448 -2.806 0.261
C16 -3.320 -1.951 -0.036
H17 -3.134 -0.493 -1.544
H18 -3.424 -2.186 -2.180
H19 -5.509 -1.270 -2.371
H20 -5.489 -0.474 -0.787
H21 -5.503 -3.438 -1.379
H22 -6.362 -2.570 -0.009
H23 -2.455 -2.613 -0.084
H24 -3.144 -1.185 0.720
C17 -0.124 4.688 1.911
C18 1.411 4.709 1.831
C19 1.706 3.825 0.642
O17 0.581 2.894 0.631
C20 -0.396 3.233 1.612
H25 -0.607 5.306 1.153
H26 -0.462 4.978 2.906
H27 1.757 4.195 2.728
H28 1.896 5.685 1.795
H29 2.650 3.288 0.729
H30 1.613 4.388 -0.286
H31 -0.444 2.590 2.491
H32 -1.359 3.150 1.107

=====

Here is a structure of composition C20H32F2O11V from the Open Molecules 2025 dataset. Energies are from ωB97M-V/def2-TZVPD.

Calculated values
gap between HOMO and LUMO (spin up / spin down): 4.68 / 4.35 eV
total charge: 0
2S+1: 2
HOMO energy (spin up / spin down): -9.991 / -9.480 eV
relative energy (zero: lowest compared OMol25 entry of this formula, charge and spin): 1166.0 kJ/mol
F_max: 6.22 eV Å⁻¹
expectation value of S²: 0.881

Positions of all 66 atoms, in Å:
O1 0.441 -0.702 -1.360
V1 -0.102 0.007 0.014
F1 -1.693 2.759 -1.359
F2 1.031 -2.125 2.577
O2 -5.804 -2.802 -8.189
C1 -5.259 -1.750 -8.554
O3 -5.321 -0.639 -7.886
C2 -5.822 -0.540 -6.599
C3 -4.900 -0.987 -5.447
C4 -4.763 -1.633 -9.973
H1 -6.792 -1.033 -6.541
H2 -6.055 0.519 -6.496
H3 -3.927 -0.510 -5.560
H4 -4.825 -2.074 -5.473
H5 -5.325 -0.793 -4.462
H6 -5.597 -1.942 -10.603
H7 -3.859 -2.233 -10.086
H8 -4.506 -0.600 -10.204
O4 -4.366 -2.787 1.317
C5 -5.200 -3.619 1.687
O5 -6.377 -3.737 1.081
C6 -7.207 -4.741 1.673
C7 -6.443 -5.181 2.940
C8 -5.054 -4.603 2.816
H9 -7.436 -5.573 1.007
H10 -8.161 -4.312 1.981
H11 -6.682 -6.237 3.070
H12 -6.873 -4.807 3.869
H13 -4.242 -5.260 2.505
H14 -4.689 -4.123 3.725
O6 3.498 3.366 1.249
C9 4.343 4.198 1.503
O7 5.031 4.778 0.500
C10 5.774 5.880 1.032
C11 5.249 6.154 2.467
C12 4.637 4.832 2.862
H15 5.610 6.746 0.391
H16 6.836 5.642 1.074
H17 4.501 6.946 2.482
H18 6.033 6.442 3.168
H19 3.704 4.955 3.413
H20 5.247 4.268 3.568
O8 -1.168 1.622 5.051
C13 -1.027 1.652 6.283
O9 -0.511 2.665 7.003
C14 -0.554 2.431 8.453
C15 -0.656 0.910 8.453
C16 -1.429 0.548 7.214
H21 -1.396 2.904 8.959
H22 0.392 2.642 8.952
H23 -1.225 0.516 9.295
H24 0.289 0.382 8.578
H25 -2.498 0.498 7.421
H26 -1.097 -0.387 6.764
O10 9.539 -2.838 -2.742
C17 8.775 -1.891 -2.893
O11 7.689 -1.775 -2.115
C18 6.919 -0.646 -2.473
C19 7.818 0.232 -3.339
C20 8.809 -0.736 -3.905
H27 6.630 -0.091 -1.581
H28 6.035 -0.982 -3.015
H29 8.296 0.923 -2.645
H30 7.420 0.812 -4.171
H31 9.824 -0.339 -3.894
H32 8.470 -1.201 -4.831

=====

Here is a structure of composition C20H32F3IrN5O8S3 from the Open Molecules 2025 dataset. Energies are from ωB97M-V/def2-TZVPD.

Calculated values
gap between HOMO and LUMO (spin up / spin down): 7.81 / 6.26 eV
total charge: +2
2S+1: 2
HOMO energy (spin up / spin down): -13.941 / -13.956 eV
relative energy (zero: lowest compared OMol25 entry of this formula, charge and spin): 87.3 kJ/mol
F_max: 1.01 eV Å⁻¹
expectation value of S²: 0.767

Positions of all 72 atoms, in Å:
Ir1 0.760 -0.999 0.618
F1 1.719 -0.462 5.507
C1 0.702 0.414 5.553
F2 1.048 1.411 6.365
F3 -0.350 -0.216 6.085
C2 0.384 0.930 4.171
C3 0.003 2.241 3.958
C4 -0.303 2.676 2.669
C5 -0.173 1.808 1.611
N1 0.218 0.542 1.822
C6 0.446 0.091 3.064
S1 0.737 -1.605 2.910
H1 -0.068 2.919 4.798
H2 -0.637 3.686 2.486
H3 -0.422 2.110 0.608
C7 3.706 -4.010 3.191
C8 4.535 -3.267 2.154
S2 3.808 -1.666 1.812
O1 2.582 -2.053 0.937
C9 4.986 -0.960 0.647
C10 5.236 -1.791 -0.600
H4 4.155 -4.984 3.378
H5 2.688 -4.171 2.841
H6 3.670 -3.467 4.135
H7 4.596 -3.805 1.207
H8 5.544 -3.053 2.516
H9 5.891 -0.788 1.234
H10 4.555 0.014 0.407
H11 5.883 -2.643 -0.400
H12 5.730 -1.173 -1.348
H13 4.297 -2.148 -1.023
O2 0.854 -0.997 -3.170
N2 0.052 1.022 -1.588
O3 1.107 0.760 -0.894
C11 0.785 -2.400 -3.380
C12 0.374 -3.131 -2.115
O4 1.144 -2.627 -0.995
H14 0.030 -2.574 -4.146
H15 1.739 -2.779 -3.752
H16 1.634 -0.824 -2.630
H17 0.578 -4.195 -2.228
H18 -0.687 -3.006 -1.901
H19 1.512 -3.355 -0.480
C13 -4.045 5.088 -0.359
C14 -4.825 3.819 -0.660
S3 -3.794 2.383 -0.879
O5 -4.560 1.208 -0.555
O6 -2.514 2.572 -0.219
C15 -3.402 2.334 -2.627
C16 -2.746 1.010 -3.078
N3 -2.209 0.134 -2.011
C17 -1.050 0.241 -1.322
N4 -0.978 -0.665 -0.347
C18 -2.122 -1.401 -0.391
C19 -2.891 -0.900 -1.390
N5 -4.172 -1.464 -1.781
O7 -4.562 -2.357 -1.072
O8 -4.720 -1.037 -2.774
C20 0.180 2.025 -2.635
H20 -4.747 5.897 -0.169
H21 -3.410 5.383 -1.194
H22 -3.422 4.958 0.523
H23 -5.427 3.899 -1.567
H24 -5.483 3.520 0.158
H25 -2.750 3.191 -2.795
H26 -4.326 2.478 -3.186
H27 -1.944 1.215 -3.778
H28 -3.477 0.401 -3.591
H29 -2.346 -2.199 0.294
H30 0.206 1.527 -3.604
H31 1.126 2.525 -2.455
H32 -0.635 2.742 -2.570

=====

Here is a structure of composition C20H32O10PbS2 from the Open Molecules 2025 dataset. Energies are from ωB97M-V/def2-TZVPD.

Calculated values
gap between HOMO and LUMO (spin up / spin down): 5.60 / 4.95 eV
total charge: -1
2S+1: 2
HOMO energy (spin up / spin down): -3.961 / -3.961 eV
F_max: 6.38 eV Å⁻¹
expectation value of S²: 0.807

Positions of all 65 atoms, in Å:
Pb1 9.036 -16.873 -2.567
C1 7.299 -16.096 -6.034
C2 6.319 -15.986 -4.800
C3 5.636 -17.268 -4.539
O1 7.074 -15.610 -3.683
H1 7.973 -15.241 -5.977
H2 6.441 -15.924 -6.684
H3 7.780 -17.058 -6.213
H4 5.579 -15.192 -4.902
H5 6.337 -18.082 -4.358
H6 5.034 -17.615 -5.379
H7 4.935 -17.213 -3.705
C4 6.816 -14.779 1.426
C5 7.930 -15.694 0.765
C6 7.639 -17.172 1.048
O2 8.159 -15.405 -0.599
H8 6.670 -14.967 2.490
H9 5.833 -15.162 1.152
H10 6.912 -13.711 1.230
H11 8.887 -15.434 1.216
H12 7.395 -17.399 2.086
H13 8.398 -17.943 0.915
H14 6.847 -17.466 0.359
C7 9.439 -12.034 -5.503
C8 9.665 -12.652 -4.324
C9 10.412 -13.920 -4.277
O3 10.384 -14.685 -3.188
C10 11.114 -14.531 -5.318
C11 10.834 -13.865 -6.631
C12 10.003 -12.505 -6.769
O4 9.548 -12.348 -7.862
O5 11.260 -14.235 -7.703
O6 9.089 -12.039 -3.261
H15 8.988 -11.055 -5.560
H16 11.703 -15.418 -5.135
C13 6.915 -21.726 0.275
C14 8.221 -21.720 -0.661
C15 7.919 -21.349 -2.088
S1 6.738 -19.856 -1.933
O7 5.623 -19.895 -2.863
O8 7.462 -18.639 -1.612
C16 6.155 -20.372 -0.133
H17 7.354 -21.983 1.238
H18 6.170 -22.439 -0.078
H19 8.483 -22.774 -0.569
H20 8.914 -21.046 -0.158
H21 7.355 -22.184 -2.504
H22 8.769 -21.259 -2.764
H23 5.102 -20.424 -0.410
H24 5.848 -19.656 0.628
C17 14.100 -16.832 -1.627
C18 14.415 -18.044 -0.750
C19 13.172 -18.377 0.193
S2 11.967 -16.939 0.074
O9 11.765 -16.336 1.425
O10 10.880 -17.048 -0.922
C20 13.408 -15.836 -0.725
H25 13.481 -17.020 -2.504
H26 15.071 -16.457 -1.951
H27 15.259 -17.788 -0.110
H28 14.720 -18.792 -1.482
H29 13.426 -18.234 1.243
H30 12.615 -19.313 0.164
H31 14.124 -15.696 0.085
H32 13.134 -14.794 -0.895

=====

Here is a cluster of 5 separate species, C20H32O18S in total from the Open Molecules 2025 dataset. Energies are from ωB97M-V/def2-TZVPD.

Calculated values
gap between HOMO and LUMO: 10.10 eV
total charge: 0
HOMO energy: -9.837 eV
F_max: 5.56 eV Å⁻¹
SMILES: O=S1(=O)CCC[C@H](COCOCCO)O1.O=C1OCCO1.O=C1OCCO1.O=C1OCCO1.O=C1OCCO1

Positions of all 71 atoms, in Å:
O1 -1.622 -6.310 -3.948
S1 -2.021 -4.920 -3.642
O2 -1.486 -4.535 -2.323
C1 -1.292 -3.913 -4.985
C2 -2.410 -3.616 -6.020
C3 -3.598 -2.916 -5.318
C4 -4.296 -3.702 -4.177
C5 -4.668 -2.727 -3.003
O3 -3.685 -2.588 -2.020
C6 -2.759 -1.577 -2.295
O4 -2.309 -1.014 -1.104
C7 -0.885 -0.922 -1.100
C8 -0.388 0.211 -2.025
O5 0.138 -0.231 -3.272
O6 -3.651 -4.905 -3.743
H1 -0.803 -3.026 -4.581
H2 -0.541 -4.542 -5.465
H3 -1.991 -2.882 -6.718
H4 -2.686 -4.529 -6.549
H5 -4.348 -2.720 -6.095
H6 -3.265 -1.921 -5.000
H7 -5.272 -4.015 -4.563
H8 -4.951 -1.762 -3.452
H9 -5.568 -3.122 -2.523
H10 -3.162 -0.793 -2.963
H11 -1.900 -2.034 -2.818
H12 -0.423 -1.892 -1.328
H13 -0.614 -0.670 -0.066
H14 0.366 0.821 -1.525
H15 -1.253 0.864 -2.218
H16 -0.575 -0.637 -3.752
O7 0.236 3.185 -4.491
C9 1.375 2.924 -4.688
O8 2.331 2.892 -3.728
C10 3.507 2.320 -4.303
C11 3.317 2.593 -5.774
O9 1.894 2.619 -5.901
H17 4.402 2.788 -3.897
H18 3.528 1.252 -4.074
H19 3.716 3.564 -6.075
H20 3.747 1.820 -6.407
O10 1.002 -0.700 2.001
C12 0.958 0.475 1.841
O11 0.062 1.108 1.044
C13 0.179 2.516 1.295
C14 1.583 2.637 1.825
O12 1.797 1.359 2.432
H21 0.021 3.086 0.382
H22 -0.574 2.806 2.030
H23 2.321 2.781 1.032
H24 1.688 3.433 2.558
O13 0.774 6.148 5.089
C15 0.991 5.086 5.568
O14 1.453 4.883 6.823
C16 1.371 3.480 7.100
C17 1.393 2.874 5.723
O15 0.811 3.904 4.921
H25 2.203 3.157 7.717
H26 0.437 3.281 7.630
H27 2.407 2.677 5.366
H28 0.810 1.959 5.654
O16 2.567 0.652 10.306
C18 2.412 0.080 9.283
O17 2.154 0.690 8.095
C19 2.262 -0.303 7.065
C20 2.008 -1.584 7.819
O18 2.467 -1.264 9.135
H29 1.533 -0.127 6.278
H30 3.265 -0.260 6.637
H31 0.947 -1.839 7.867
H32 2.558 -2.429 7.413